79
Properties=species:S:1:pos:R:3:mulliken_charge:R:1 method="wB97M-V/def2-TZVPD" largest_force_ha_per_bohr=0.029 charge=+1 e_homo_ev="-10.656 / -10.657"
Pd 0.19458 -0.38939 0.14854 0.085
N 7.90337 -0.97857 6.91448 -0.481
C 7.04441 -0.93729 6.15385 -0.148
C 5.96819 -0.88561 5.20086 0.566
C 5.00597 0.11622 5.29727 -0.852
C 3.96874 0.15962 4.38255 -0.228
C 3.89525 -0.78473 3.36283 -0.493
C 4.86490 -1.77917 3.26654 -0.231
C 5.89704 -1.83693 4.18680 -0.878
C 2.79048 -0.73175 2.36845 0.380
C 3.13307 -0.45628 1.05134 0.405
C 4.41943 -0.20721 0.50455 -0.409
C 4.25946 0.01023 -0.84406 -1.473
C 2.87782 -0.08758 -1.09713 -0.543
N 2.20949 -0.37788 0.01585 0.640
C 1.48741 -0.94549 2.84268 0.123
C 1.10637 -1.22027 4.16971 -0.316
C -0.27604 -1.28673 4.21001 -1.357
C -0.71780 -1.07169 2.90594 -0.560
N 0.32388 -0.89479 2.07501 0.596
H 5.07436 0.85278 6.08546 0.464
H 3.21856 0.93645 4.45217 0.549
H 4.80278 -2.51596 2.47653 0.540
H 6.64571 -2.61419 4.12404 0.464
H 5.34323 -0.20320 1.05880 0.608
H 5.02312 0.22300 -1.57196 0.481
H 2.35716 0.05493 -2.03248 0.677
H 1.78703 -1.35941 4.99299 0.618
H -0.90007 -1.48335 5.06457 0.458
H -1.72597 -1.02658 2.53115 0.674
N -1.71180 -0.62052 0.13145 -0.299
P -2.37748 -1.20387 -1.26511 2.584
C -3.41537 -2.60053 -0.86470 -0.030
C -3.70248 -2.92096 0.45796 -0.246
C -4.50603 -4.01697 0.73715 -0.695
C -5.02310 -4.77901 -0.29921 -0.464
C -4.73809 -4.45742 -1.62138 -0.739
C -3.92893 -3.37280 -1.90818 -0.340
C -1.16635 -1.74914 -2.47573 0.169
C -0.17871 -2.64078 -2.04645 -0.470
C 0.79942 -3.07308 -2.92531 -0.819
C 0.78456 -2.63446 -4.24382 -0.542
C -0.20924 -1.77197 -4.68228 -0.702
C -1.18470 -1.32525 -3.80227 -0.287
C -3.34539 0.13704 -1.94073 0.139
C -4.73668 0.10101 -1.88767 -0.550
C -5.46759 1.17715 -2.36742 -0.763
C -4.81255 2.28329 -2.88785 -0.636
C -3.42360 2.32478 -2.93106 -0.998
C -2.68477 1.25610 -2.45553 -0.303
H -3.30630 -2.31420 1.26067 0.340
H -4.72930 -4.27269 1.76371 0.432
H -5.65134 -5.63153 -0.07882 0.417
H -5.14173 -5.05625 -2.42618 0.424
H -3.69442 -3.13165 -2.93862 0.421
H -0.18289 -3.02483 -1.02960 0.405
H 1.56299 -3.75915 -2.58504 0.469
H 1.54447 -2.97563 -4.93387 0.440
H -0.22574 -1.44285 -5.71229 0.458
H -1.94968 -0.64410 -4.15086 0.503
H -5.24819 -0.76007 -1.47743 0.398
H -6.54795 1.15112 -2.33343 0.445
H -5.38671 3.11966 -3.26390 0.417
H -2.91668 3.19060 -3.33570 0.516
H -1.60326 1.29547 -2.47572 0.589
N -0.18429 9.37217 -1.10682 -0.435
C -0.11816 8.22926 -1.01880 -0.103
C -0.03613 6.79807 -0.90900 0.643
C 1.20324 6.16831 -1.01279 -0.675
C 1.28041 4.79338 -0.90778 -0.548
C 0.12209 4.03967 -0.69715 0.304
C -1.11641 4.68107 -0.59173 -0.292
C -1.19673 6.05519 -0.69768 -0.791
C 0.19551 2.62022 -0.58203 0.249
C 0.20181 1.40400 -0.57903 -0.390
H 2.09349 6.75920 -1.17539 0.467
H 2.23481 4.29162 -0.98862 0.513
H -2.00718 4.09173 -0.41983 0.557
H -2.14879 6.56044 -0.61552 0.458